No. 1
{
  "formula": "C29H34BrN6",
  "method": "ωB97M-V/def2-TZVPD",
  "lumo_ev": 2.6486,
  "total_charge": -1,
  "e_above_lowest_kj_mol": 0.0,
  "multiplicity": 1,
  "total_energy_ha": -4027.90194,
  "symbols": ["C", "C", "Br", "C", "C", "N", "H", "H", "H", "H", "H", "H", "H", "H", "H", "N", "C", "C", "C", "C", "C", "H", "H", "H", "H", "H", "N", "C", "C", "C", "C", "C", "H", "H", "H", "H", "H", "N", "C", "C", "C", "C", "C", "H", "H", "H", "H", "H", "N", "C", "C", "C", "C", "C", "H", "H", "H", "H", "H", "N", "C", "C", "C", "C", "C", "H", "H", "H", "H", "H"],
  "positions_angstrom": [[-2.79, -0.69, 0.14], [-1.34, -1.05, 0.44], [-0.52, -1.83, -1.23], [-0.51, 0.14, 0.92], [-0.31, 1.34, 0.00], [1.04, 1.29, -0.62], [-2.84, 0.32, -0.26], [-3.26, -1.36, -0.58], [-3.37, -0.74, 1.07], [-1.28, -1.89, 1.13], [-1.03, 0.38, 1.86], [0.49, -0.22, 1.20], [-1.08, 1.31, -0.79], [1.00, 1.03, -1.60], [1.46, 2.21, -0.61], [-0.92, -7.54, 0.86], [-0.38, -8.34, -0.05], [0.25, -7.88, -1.20], [0.32, -6.51, -1.41], [-0.24, -5.67, -0.47], [-0.85, -6.23, 0.65], [-0.45, -9.41, 0.14], [0.67, -8.58, -1.90], [0.80, -6.11, -2.29], [-0.21, -4.59, -0.59], [-1.30, -5.59, 1.40], [-1.99, 0.40, 4.45], [-2.43, 1.48, 5.07], [-2.50, 1.59, 6.45], [-2.08, 0.52, 7.22], [-1.61, -0.62, 6.58], [-1.59, -0.63, 5.19], [-2.73, 2.31, 4.43], [-2.86, 2.50, 6.91], [-2.12, 0.56, 8.30], [-1.27, -1.48, 7.13], [-1.22, -1.49, 4.65], [1.97, 4.47, -1.84], [3.11, 5.14, -1.70], [3.43, 6.26, -2.45], [2.52, 6.70, -3.40], [1.33, 6.01, -3.55], [1.09, 4.91, -2.74], [3.80, 4.74, -0.95], [4.38, 6.76, -2.29], [2.74, 7.57, -4.01], [0.59, 6.33, -4.27], [0.17, 4.34, -2.82], [-3.92, -0.72, -4.65], [-5.20, -0.79, -5.02], [-6.07, -1.78, -4.60], [-5.60, -2.76, -3.74], [-4.27, -2.70, -3.35], [-3.48, -1.67, -3.82], [-5.54, -0.01, -5.69], [-7.10, -1.78, -4.94], [-6.25, -3.55, -3.39], [-3.85, -3.43, -2.67], [-2.44, -1.61, -3.50], [5.63, 3.93, 0.45], [6.37, 3.02, -0.17], [6.82, 1.86, 0.44], [6.48, 1.63, 1.76], [5.70, 2.57, 2.41], [5.30, 3.70, 1.71], [6.60, 3.21, -1.22], [7.41, 1.14, -0.12], [6.79, 0.73, 2.27], [5.38, 2.43, 3.44], [4.67, 4.44, 2.19]],
  "mulliken_charge": [-1.17, 0.20, -0.40, -0.30, -0.61, -0.42, 0.32, 0.28, 0.33, 0.40, -0.05, 0.33, -0.26, 0.10, 0.30, -0.56, -0.21, -0.31, -0.40, 0.06, -0.27, 0.34, 0.35, 0.39, 0.24, 0.39, -0.26, -0.21, -0.51, -0.16, -0.61, -0.06, 0.38, 0.35, 0.35, 0.34, 0.36, -0.11, -0.10, -0.60, -0.28, -0.54, -0.23, 0.40, 0.38, 0.35, 0.36, 0.37, -0.55, -0.20, -0.30, -0.37, -0.24, -0.15, 0.34, 0.34, 0.36, 0.42, 0.33, -0.45, -0.12, -0.46, -0.13, -0.46, -0.11, 0.34, 0.34, 0.36, 0.34, 0.34]
}

No. 2
{
  "formula": "C2H9NO",
  "method": "ωB97M-V/def2-TZVPD",
  "lumo_ev": 0.6177,
  "e_above_lowest_kj_mol": 52.4,
  "multiplicity": 1,
  "total_energy_ha": -211.56512,
  "symbols": ["N", "C", "C", "H", "H", "H", "H", "H", "H", "H", "O", "H", "H"],
  "positions_angstrom": [[-1.76, -0.20, 0.24], [-0.78, 2.11, 0.24], [-0.54, 0.57, 0.20], [-1.65, -1.02, 0.85], [-2.03, -0.57, -0.68], [-0.88, 2.46, 1.28], [-1.73, 2.31, -0.29], [0.02, 2.69, -0.25], [-0.16, 0.21, -0.77], [0.20, 0.30, 0.98], [3.40, -3.04, -0.35], [2.65, -3.62, -0.60], [3.24, -2.20, -0.84]],
  "mulliken_charge": [-0.62, -0.98, -0.24, 0.22, 0.24, 0.26, 0.28, 0.29, 0.25, 0.31, -0.65, 0.32, 0.32]
}

No. 3
{
  "formula": "C19H23N3NiSSe5",
  "method": "ωB97M-V/def2-TZVPD",
  "lumo_ev": [4.1482, 4.1445],
  "total_charge": -2,
  "e_above_lowest_kj_mol": 125.6,
  "s_squared": 2.0316,
  "multiplicity": 3,
  "total_energy_ha": -14815.81005,
  "symbols": ["Ni", "Se", "Se", "Se", "Se", "S", "C", "N", "C", "C", "C", "N", "H", "H", "H", "H", "C", "C", "C", "C", "C", "C", "Se", "C", "C", "C", "H", "H", "H", "H", "H", "H", "H", "H", "H", "H", "H", "C", "C", "C", "C", "C", "C", "N", "H", "H", "H", "H", "H", "H", "H", "H"],
  "positions_angstrom": [[0.14, 0.46, 0.00], [-1.07, -1.28, 1.12], [-1.69, -1.78, 3.23], [2.21, -2.45, 2.62], [1.27, -1.55, 0.78], [1.53, 0.58, -2.03], [1.17, -0.98, -2.53], [-0.04, -1.17, -3.15], [-0.41, -2.36, -3.63], [0.46, -3.41, -3.58], [1.68, -3.18, -2.92], [2.01, -2.03, -2.39], [-0.76, -0.45, -2.91], [-1.41, -2.42, -4.05], [0.20, -4.38, -3.98], [2.39, -3.99, -2.77], [-4.09, 6.10, -3.78], [-3.58, 4.80, -3.21], [-4.03, 4.31, -2.00], [-3.59, 3.10, -1.47], [-4.13, 2.64, -0.14], [-2.63, 2.34, -2.17], [-2.06, 0.65, -1.47], [-2.17, 2.83, -3.42], [-1.20, 2.04, -4.24], [-2.64, 4.04, -3.91], [-4.65, 6.66, -3.02], [-4.76, 5.92, -4.62], [-3.28, 6.73, -4.13], [-4.77, 4.89, -1.44], [-5.06, 3.16, 0.10], [-3.41, 2.85, 0.65], [-4.30, 1.57, -0.14], [-0.26, 1.89, -3.71], [-0.99, 2.54, -5.19], [-1.61, 1.05, -4.46], [-2.28, 4.41, -4.86], [3.34, 1.46, 0.94], [2.17, 1.98, 1.72], [2.23, 2.80, 2.84], [0.90, 3.02, 3.26], [0.09, 2.34, 2.37], [-1.41, 2.22, 2.39], [0.86, 1.70, 1.43], [4.26, 1.90, 1.33], [3.26, 1.70, -0.12], [3.43, 0.38, 1.03], [3.14, 3.17, 3.30], [0.55, 3.61, 4.10], [-1.89, 3.19, 2.24], [-1.76, 1.80, 3.33], [-1.73, 1.56, 1.59]],
  "mulliken_charge": [0.57, -0.14, -0.60, -0.57, -0.15, -0.44, 0.28, 0.44, 0.00, -0.73, -0.03, -0.43, -0.53, 0.41, 0.36, 0.38, -1.46, 0.67, -1.04, 0.79, -1.50, 0.33, -0.08, 1.06, -1.15, -1.03, 0.34, 0.28, 0.34, 0.26, 0.41, 0.04, 0.41, 0.10, 0.36, 0.23, 0.26, -1.19, 0.46, -0.62, -0.78, 0.39, -0.99, 0.36, 0.32, 0.16, 0.17, 0.36, 0.40, 0.25, 0.21, 0.02]
}

No. 4
{
  "formula": "C10H12OS2",
  "method": "ωB97M-V/def2-TZVPD",
  "lumo_ev": [0.5798, -2.8947],
  "s_squared": 2.0125,
  "multiplicity": 3,
  "total_energy_ha": -1259.62698,
  "symbols": ["C", "C", "C", "C", "C", "C", "C", "C", "C", "C", "O", "S", "S", "H", "H", "H", "H", "H", "H", "H", "H", "H", "H", "H", "H"],
  "positions_angstrom": [[-3.76, -0.36, 1.07], [-3.18, -1.04, -0.05], [-2.94, 0.61, 1.67], [-1.84, -0.94, -0.40], [-1.66, 0.92, 1.10], [-1.05, 0.07, 0.16], [2.09, 0.69, 1.69], [2.44, -0.68, 1.27], [0.37, 0.27, -0.29], [0.46, 0.26, -1.80], [1.73, -2.07, -1.03], [1.34, 1.67, 0.31], [1.16, -1.56, 0.23], [-4.74, -0.53, 1.25], [-3.84, -1.70, -0.48], [-3.32, 1.34, 2.39], [-1.44, -1.64, -1.03], [-0.99, 1.61, 1.65], [1.36, 0.61, 2.55], [2.92, 1.20, 2.06], [3.35, -0.75, 0.60], [2.76, -1.15, 2.26], [-0.46, 0.04, -2.20], [1.05, -0.59, -2.14], [0.85, 1.24, -2.23]],
  "mulliken_charge": [-0.58, -0.80, -0.60, -0.49, -0.35, 0.12, -0.73, -0.44, 0.83, -1.34, -0.48, -0.14, 0.34, 0.50, 0.45, 0.33, 0.51, 0.27, 0.27, 0.55, 0.30, 0.35, 0.50, 0.33, 0.30]
}